The following is a DFT calculation (the ωB97M-V functional and the def2-TZVPD basis) of a 2-piece molecular cluster, C2H6N2O overall in a non-equilibrium geometry.

Calculated values
SMILES   [H]/N=C/N.C=O
Relative energy (zero: lowest compared OMol25 entry of this formula, charge and spin)   2.764 eV
HOMO energy   -9.35 eV
Molecular weight   74.1 g/mol

Each line ends with the Löwdin charge.
Atoms and positions in Å:
H1 -0.8436 -0.2323 2.2531  0.051
N1 -0.3228 -0.0861 1.3586  0.021
C1 -1.1482 -0.2922 0.3891  -0.431
N2 -0.9982 -0.0167 -0.9022  0.075
H2 -2.1968 -0.7065 0.6345  0.127
H3 -1.7041 -0.6247 -1.5126  0.165
H4 -0.0617 0.1155 -1.2090  0.001
C2 1.9261 0.4467 -0.2820  -0.097
O1 1.4901 0.8014 -1.4256  -0.105
H5 1.6509 -0.6131 0.1889  0.101
H6 2.2083 1.2079 0.5073  0.093

Atoms 1-3, force components in eV/Å:
H 0.84 -0.03 -1.01
N -0.81 0.10 0.14
C -2.28 -0.72 2.79

The following is a DFT calculation (the ωB97M-V functional and the def2-TZVPD basis) of C17H24N4O6S2Zn as an isolated structure in a non-equilibrium geometry.

Calculated values
Relative energy (zero: lowest compared OMol25 entry of this formula, charge and spin)   0.821 eV
HOMO energy   -9.11 eV
Molecular weight   509.9 g/mol

Each line ends with the Löwdin charge.
Atoms and positions in Å:
Zn1 0.0623 -0.2535 0.2030  0.691
C1 2.2188 -2.6816 0.2499  -0.167
C2 1.0507 -3.3993 -0.4872  -0.196
N1 -0.2439 -2.9881 0.0153  -0.095
C3 -0.6467 -3.4555 1.3290  -0.187
C4 -1.4632 -2.3527 2.0138  -0.173
N2 -0.7123 -1.0986 2.0392  -0.100
C5 0.3922 -1.0929 3.0043  -0.169
C6 1.7520 -1.5267 2.3925  -0.158
N3 1.8390 -1.4313 0.9210  -0.082
H1 2.6430 -3.3693 0.9848  0.106
H2 3.0044 -2.4789 -0.4791  0.118
H3 1.0773 -3.1325 -1.5413  0.092
H4 1.2096 -4.4837 -0.4154  0.116
H5 -0.9695 -3.1672 -0.6642  0.104
H6 -1.2242 -4.3858 1.2871  0.122
H7 0.2451 -3.6579 1.9241  0.108
H8 -2.3867 -2.1882 1.4537  0.125
H9 -1.7218 -2.6761 3.0286  0.120
H10 -1.3152 -0.3038 2.2589  0.098
H11 0.4935 -0.0882 3.3898  0.089
H12 0.1626 -1.7415 3.8574  0.124
H13 2.5275 -0.9142 2.8530  0.128
H14 1.9514 -2.5607 2.6760  0.099
H15 2.4650 -0.6755 0.6716  0.116
O1 1.1157 2.7301 3.1670  -0.305
S1 0.2569 2.2269 2.1198  0.506
O2 0.9711 1.2059 1.2950  -0.380
O3 -1.0483 1.7926 2.5849  -0.308
C7 -0.0584 3.6056 1.0250  -0.217
C8 0.2349 4.8675 1.5189  -0.046
C9 -0.0129 5.9891 0.7439  -0.063
C10 -0.5621 5.8515 -0.5216  -0.066
C11 -0.8545 4.5926 -1.0202  -0.051
C12 -0.6062 3.4650 -0.2511  -0.218
S2 -0.7940 1.8957 -1.0810  0.515
O4 -1.5191 2.1587 -2.2990  -0.292
O5 0.5842 1.4378 -1.2883  -0.333
O6 -1.4979 0.9244 -0.2033  -0.352
H16 0.6635 4.9337 2.5092  0.112
H17 0.2246 6.9721 1.1287  0.106
H18 -0.7475 6.7263 -1.1307  0.106
H19 -1.2741 4.4513 -2.0066  0.110
C13 -1.0053 -0.7817 -4.7048  -0.051
C14 -1.9456 -1.0312 -3.7226  -0.044
C15 -1.5199 -1.1468 -2.4104  -0.144
N4 -0.2439 -1.0381 -2.0414  0.007
C16 0.6563 -0.7936 -2.9981  -0.138
C17 0.3254 -0.6647 -4.3321  -0.042
H20 -1.3022 -0.6793 -5.7399  0.111
H21 -2.9967 -1.1156 -3.9596  0.111
H22 -2.2340 -1.3214 -1.6137  0.113
H23 1.6832 -0.6874 -2.6703  0.117
H24 1.0958 -0.4633 -5.0634  0.109

Atoms 1-3, force components in eV/Å:
Zn 0.43 -1.42 0.08
C -0.16 -0.19 -0.11
C 0.01 0.17 0.19

The following is a DFT calculation (the ωB97M-V functional and the def2-TZVPD basis) of one molecule with the formula C4H9NO.

Calculated values
Relative energy (zero: lowest compared OMol25 entry of this formula, charge and spin)   5.113 eV
HOMO energy   -6.23 eV
Molecular weight   87.1 g/mol

Each line ends with the Löwdin charge.
Atoms and positions in Å:
C1 -1.8953 -0.0758 -0.0566  -0.018
N1 -0.4945 -0.0323 -0.4893  -0.181
C2 0.5582 -1.0140 -0.0111  -0.138
C3 1.5688 0.0486 -0.4675  -0.400
O1 2.7900 0.1149 0.2153  -0.094
C4 0.4777 1.0521 -0.0666  -0.138
H1 -1.9457 -0.0481 1.0321  0.093
H2 -2.4252 0.7862 -0.4712  0.097
H3 -2.3544 -0.9982 -0.4227  0.097
H4 0.4883 -2.0072 -0.4711  0.110
H5 0.3763 -1.1016 1.0884  0.117
H6 -0.3948 -0.0561 -1.5066  0.161
H7 2.6305 0.1363 1.1778  0.068
H8 0.2872 1.1839 1.0271  0.117
H9 0.3326 2.0114 -0.5781  0.110

Atoms 1-3, force components in eV/Å:
C -0.05 0.00 0.07
N -0.08 -0.01 -0.12
C -0.15 -0.30 -0.06

The following is a DFT calculation (the ωB97M-V functional and the def2-TZVPD basis) of C9H16GdOP as an isolated structure in a non-equilibrium geometry.

Calculated values
Relative energy (zero: lowest compared OMol25 entry of this formula, charge and spin)   0.000 eV
Expectation value of S²   16.395
HOMO energy (spin up / spin down)   -5.63 / -5.38 eV
2S+1   8
Molecular weight   328.4 g/mol

Each line ends with the Löwdin spin population.
Atoms and positions in Å:
C1 -0.1798 1.5634 -1.5117  0.005
C2 1.0158 2.2508 -1.5884  -0.002
C3 2.0332 1.3589 -2.1169  0.000
C4 1.3381 0.1387 -2.4810  -0.001
C5 0.0146 0.2471 -2.0624  0.003
Gd1 -0.6249 -0.6238 1.6269  7.364
P1 -3.2863 -0.3967 1.3840  -0.174
H1 -1.1784 2.0132 -1.3987  -0.001
H2 1.2663 3.2187 -1.2751  0.000
H3 3.1393 1.4518 -1.9246  0.000
H4 -0.8039 -0.3899 -2.4004  -0.001
H5 1.8598 -0.6871 -2.8719  0.000
H6 -3.9372 -1.2336 0.4092  -0.034
H7 -3.6347 1.0004 1.6239  -0.040
H8 -2.7846 -1.0875 2.6734  -0.127
C6 3.1672 -3.0801 1.5755  0.000
C7 2.3250 -2.9514 2.8645  0.000
C8 1.0098 -2.2751 2.3940  0.008
O1 1.3318 -1.5234 1.1874  0.018
C9 2.7299 -1.9271 0.6709  -0.001
H9 4.2406 -3.0927 1.7651  0.000
H10 2.9118 -4.0254 1.0666  0.000
H11 2.8239 -2.2530 3.5608  0.000
H12 2.1650 -3.8943 3.3538  -0.001
H13 0.2573 -3.0490 2.1709  -0.006
H14 0.6354 -1.5734 3.2116  -0.008
H15 3.3645 -1.0333 0.7250  0.000
H16 2.5794 -2.1888 -0.3830  0.000

Atoms 1-3, force components in eV/Å:
C -1.35 -0.48 -0.44
C 2.20 -1.84 -0.31
C -1.08 -0.48 0.77

The following is a DFT calculation (the ωB97M-V functional and the def2-TZVPD basis) of C6H10O as an isolated structure in a non-equilibrium geometry.

Calculated values
Relative energy (zero: lowest compared OMol25 entry of this formula, charge and spin)   4.317 eV
HOMO energy   -8.61 eV
Molecular weight   98.1 g/mol

Each line ends with the Löwdin charge.
Atoms and positions in Å:
O1 -2.0556 -0.7550 -0.0360  -0.137
C1 -1.1743 -0.5925 -0.9099  -0.500
C2 -0.1937 0.4704 -0.8811  -0.031
C3 0.2576 1.1030 0.3711  -0.183
C4 1.3468 0.2167 0.9762  -0.178
C5 1.3020 -1.1296 0.3723  -0.110
C6 0.4401 -1.4049 -0.5891  0.053
H1 -2.5998 0.9042 0.3476  0.064
H2 -1.3987 -0.9658 -1.9276  0.137
H3 -2.4253 1.6505 0.2025  0.065
H4 0.2683 0.8150 -1.8023  0.135
H5 -0.5285 1.0917 1.1148  0.087
H6 0.6585 2.1187 0.2746  0.126
H7 2.2923 0.7355 0.7972  0.117
H8 1.2042 0.1456 2.0593  0.121
H9 2.0279 -1.8667 0.6989  0.115
H10 0.4584 -2.3633 -1.1141  0.117

Atoms 1-3, force components in eV/Å:
O 0.67 -1.15 0.16
C -2.40 1.28 -0.25
C 0.89 -1.56 -0.47

The following is a DFT calculation (the ωB97M-V functional and the def2-TZVPD basis) of C35H32ClN9S2W as an isolated structure.

Calculated values
Total charge   -2
Relative energy (zero: lowest compared OMol25 entry of this formula, charge and spin)   0.307 eV
Expectation value of S²   2.033
HOMO energy (spin up / spin down)   -1.51 / -2.13 eV
2S+1   3
Molecular weight   862.1 g/mol

Each line ends with the Löwdin spin population.
Atoms and positions in Å:
W1 -0.2633 -0.4350 -0.2649  1.645
C1 4.1531 -0.8666 0.5060  0.000
C2 3.5796 0.3936 1.1561  -0.001
C3 2.2215 0.1930 1.8541  -0.002
N1 1.0412 0.7094 1.1612  -0.027
C4 0.7630 1.9849 1.3148  0.011
C5 1.6545 2.9151 1.9368  0.029
C6 1.5415 4.2661 2.1622  0.007
C7 0.4893 5.1574 1.9368  0.037
C8 -0.7551 4.7996 1.4532  0.007
C9 -1.2566 3.5677 1.0644  0.031
C10 -0.6295 2.3123 0.9369  0.013
N2 -1.3079 1.2286 0.5774  -0.014
C11 -2.7326 1.1888 0.8754  0.003
C12 -3.1821 -0.2340 1.1660  0.006
C13 -2.2676 -0.9393 2.1523  0.003
N3 -1.0636 -1.4177 1.4890  -0.011
C14 -0.4132 -2.4310 2.0137  0.018
C15 -0.6464 -2.9066 3.3301  0.009
C16 -0.2997 -4.0996 3.9379  0.005
C17 0.3302 -5.2195 3.4193  0.017
C18 0.8542 -5.3002 2.1303  0.004
C19 1.0336 -4.3239 1.1770  0.019
C20 0.6825 -2.9434 1.1621  0.006
N4 1.1836 -2.0753 0.3106  0.012
C21 2.3834 -2.4984 -0.4200  0.007
C22 3.3675 -1.3782 -0.7053  0.000
H1 4.2365 -1.6535 1.2681  0.000
H2 5.1788 -0.6472 0.1924  0.000
H3 3.4887 1.1822 0.4049  0.000
H4 4.2939 0.7536 1.9066  0.000
H5 2.2358 0.6585 2.8466  -0.001
H6 2.0614 -0.8685 2.0251  0.000
H7 2.6080 2.4950 2.2253  0.002
H8 2.4333 4.7153 2.5931  -0.001
H9 0.6647 6.2001 2.1697  0.002
H10 -1.4686 5.6137 1.3497  -0.001
H11 -2.2774 3.5816 0.7033  0.002
H12 -3.3436 1.6485 0.0990  -0.001
H13 -2.8802 1.7839 1.7891  0.000
H14 -3.2330 -0.8286 0.2544  0.003
H15 -4.1995 -0.1895 1.5655  0.000
H16 -2.7889 -1.8010 2.5878  0.000
H17 -2.0074 -0.2668 2.9850  -0.001
H18 -1.1981 -2.2135 3.9551  0.001
H19 -0.6257 -4.1746 4.9729  0.000
H20 0.3912 -6.1032 4.0422  0.001
H21 1.1938 -6.2835 1.8198  0.000
H22 1.4751 -4.6715 0.2520  0.001
H23 2.0824 -2.9731 -1.3586  0.000
H24 2.8962 -3.2534 0.1902  0.001
H25 2.8493 -0.5469 -1.1741  0.001
H26 4.0564 -1.7566 -1.4651  0.000
S1 1.1645 -1.1829 -3.3759  0.043
C23 1.4724 0.4628 -3.1927  0.015
S2 1.1817 1.1870 -1.6222  0.032
C24 1.9777 1.2944 -4.2064  0.005
C25 2.1688 2.6874 -4.0136  0.001
N5 2.3246 3.8279 -3.9001  0.001
C26 2.3335 0.7941 -5.4835  0.002
N6 2.6415 0.4381 -6.5389  0.004
Cl1 -4.9230 0.5020 -1.8195  0.000
C27 -3.7299 1.7239 -2.2708  -0.003
C28 -4.2648 2.9568 -2.6157  0.001
C29 -3.4258 3.9689 -3.0465  -0.003
C30 -2.0673 3.7053 -3.1574  0.001
C31 -1.5630 2.4676 -2.8077  -0.001
C32 -2.3596 1.4294 -2.2981  -0.001
C33 -1.7836 0.1098 -1.9091  -0.006
H27 -5.3352 3.0989 -2.5509  0.000
H28 -3.8315 4.9382 -3.3093  0.000
H29 -1.3841 4.4627 -3.5205  0.000
H30 -0.5043 2.2882 -2.9163  0.002
H31 -1.1689 -0.2578 -2.7379  0.007
H32 -2.6045 -0.5905 -1.7836  0.004
N7 -1.0944 -2.2608 -1.1143  0.011
C34 -1.2106 -3.3720 -1.4525  0.021
N8 -1.4742 -4.5540 -1.8926  0.014
C35 -0.8182 -5.5966 -1.4240  0.002
N9 -0.3060 -6.5777 -1.0735  0.004

Atoms 1-3, force components in eV/Å:
W 0.19 0.49 0.52
C 0.02 0.00 0.08
C 0.00 0.03 0.03